# 1
The following is a quantum chemistry calculation of a molecular structure, C30H44F3NO9P, from the Open Molecules 2025 dataset.

```
88
Properties=species:S:1:pos:R:3:forces:R:3
C 5.550 1.876 1.716 -0.20 -0.72 -0.87
C 4.441 0.800 1.436 0.56 0.53 0.81
C 3.469 0.901 2.663 0.13 0.49 -1.14
C 5.177 -0.563 1.420 0.33 0.22 0.62
C 3.785 1.233 0.090 0.14 -0.56 0.35
C 2.934 0.174 -0.667 -0.27 0.30 -1.26
C 2.115 -0.778 0.244 3.40 4.38 -1.13
C 3.887 -0.673 -1.598 -0.21 -0.70 1.20
C 1.915 0.826 -1.647 0.35 0.49 0.49
C 1.084 0.045 -2.461 1.15 0.47 0.39
C 0.155 0.570 -3.318 -0.34 0.19 -0.81
C -0.008 1.956 -3.422 -0.04 -1.21 -0.34
O -0.959 2.386 -4.305 0.45 0.55 0.80
C -1.856 3.359 -3.772 -0.90 0.69 -1.10
C -3.277 2.864 -4.124 1.15 -0.46 0.13
O -3.221 1.465 -3.832 -0.74 -0.49 0.01
C -4.233 0.988 -2.983 -0.12 0.73 0.75
C -3.923 1.317 -1.476 -0.92 -0.33 -0.63
C -3.170 0.167 -0.843 -0.41 0.47 0.87
C -2.185 -0.382 -1.618 -0.17 0.67 -1.15
N -1.447 -1.397 -1.205 -0.03 0.00 0.31
O -0.505 -1.877 -2.077 -2.39 -1.93 0.76
C -1.604 -1.958 0.006 0.63 -0.87 0.67
C -0.683 -3.127 0.326 0.01 -0.12 -0.18
C 0.829 -2.734 0.437 -2.77 -4.72 1.23
O 1.212 -2.364 1.750 -1.13 -0.74 -0.33
C 1.656 -3.983 0.087 -0.97 0.07 0.29
F 1.254 -4.985 0.894 0.44 -0.14 -0.08
F 1.441 -4.389 -1.179 0.05 0.23 0.04
F 2.961 -3.795 0.240 0.18 -0.06 0.06
C -2.601 -1.469 0.862 -0.73 0.50 0.68
C -2.782 -2.162 2.215 0.54 -0.76 -0.51
C -1.593 -1.895 3.200 -1.06 0.38 -0.08
C -1.926 -0.891 4.334 1.36 -0.88 -0.41
C -1.386 0.509 4.090 -0.82 1.56 1.28
O -1.452 1.352 4.950 0.02 -0.67 -0.73
O -0.822 0.845 2.862 -0.42 -1.26 -0.36
C -3.390 -0.365 0.443 -0.23 -0.27 -0.95
P -4.656 0.344 1.572 0.53 0.38 1.86
O -4.135 0.250 2.932 0.28 -0.06 0.29
O -6.036 -0.459 1.409 0.46 0.78 -0.93
O -4.876 1.919 1.273 -0.63 -1.12 -0.72
C 0.811 2.746 -2.656 -0.02 0.92 0.16
C 1.761 2.196 -1.792 -0.15 0.35 -0.05
H 5.974 1.754 2.720 -0.26 0.21 -0.19
H 5.145 2.882 1.540 0.28 -0.11 0.28
H 6.363 1.674 1.000 -0.13 0.40 0.15
H 4.037 1.229 3.541 -0.26 -0.54 0.00
H 2.915 -0.029 2.828 0.12 0.22 0.28
H 2.767 1.723 2.442 -0.02 -0.36 0.26
H 4.572 -1.400 1.797 0.02 0.14 -0.45
H 5.657 -0.800 0.462 -0.31 0.02 0.17
H 6.009 -0.481 2.141 -0.28 -0.14 -0.18
H 4.613 1.515 -0.580 -0.31 0.08 0.12
H 3.226 2.154 0.311 0.01 -0.38 -0.04
H 1.288 -1.276 -0.291 5.57 12.90 -1.55
H 2.754 -1.593 0.609 -0.21 0.74 -0.16
H 1.645 -0.220 1.065 0.48 0.51 -0.39
H 3.385 -1.039 -2.498 0.22 0.21 0.08
H 4.815 -0.145 -1.840 -0.38 0.02 -0.20
H 4.178 -1.563 -1.018 0.13 0.17 -0.35
H 1.189 -1.045 -2.413 2.44 1.01 -1.12
H -0.470 -0.080 -3.933 0.26 0.23 0.08
H -1.760 3.508 -2.689 0.24 -0.18 -0.24
H -1.691 4.304 -4.315 0.07 -0.08 0.48
H -4.046 3.385 -3.537 0.16 -0.08 -0.20
H -3.448 2.977 -5.203 -0.14 0.04 0.30
H -4.314 -0.103 -3.075 0.04 0.29 -0.28
H -5.206 1.431 -3.245 0.21 -0.17 0.01
H -4.900 1.497 -1.015 0.42 -0.24 0.14
H -3.363 2.256 -1.366 -0.08 -0.25 -0.15
H -2.002 0.009 -2.620 0.03 -0.34 0.40
H 0.262 -1.280 -1.983 -1.01 0.18 0.42
H -0.986 -3.643 1.238 0.01 0.26 -0.13
H -0.813 -3.849 -0.497 0.18 0.23 0.20
H 1.058 -1.886 -0.221 -4.80 -12.52 1.15
H 1.147 -1.400 1.774 -0.12 -0.59 0.64
H -3.760 -1.971 2.660 0.31 0.17 -0.12
H -2.761 -3.240 1.986 -0.19 0.32 0.08
H -1.290 -2.859 3.626 0.05 0.32 -0.11
H -0.780 -1.483 2.602 0.02 -0.32 0.36
H -2.989 -0.864 4.588 0.28 0.34 -0.22
H -1.414 -1.257 5.238 -0.10 0.32 -0.16
H -1.275 1.617 2.499 0.20 0.24 0.49
H -6.697 -0.106 2.026 0.02 -0.31 0.04
H -5.816 2.109 1.123 0.24 0.30 -0.11
H 0.701 3.831 -2.715 0.15 -0.26 0.01
H 2.370 2.909 -1.242 -0.07 -0.29 -0.05
```
Forces are in eV/Å.

Computed properties:
HOMO-LUMO gap (eV): 7.4
LUMO (Ha): -0.1537
Highest occupied orbital energy (eV): -11.6
Net charge: +1
E_tot (Eh): -2541.95699
Largest force on an atom (eV/Å): 14.1
Spin multiplicity: 1

Here are the Löwdin charges for atoms 1 to 5, given in e: atom 1 (C): -0.07, atom 2 (C): -0.54, atom 3 (C): -0.04, atom 4 (C): -0.04, atom 5 (C): -0.11

---

# 2
The following is a quantum chemistry calculation of 2 unconnected molecules or ions with the total composition C30H44F4NO2Si2, from the Open Molecules 2025 dataset.

```
83
Properties=species:S:1:pos:R:3:forces:R:3
C -3.477 -3.012 1.965 -0.11 -0.09 0.03
C -3.492 -1.507 2.265 0.76 0.45 -0.03
C -4.553 -0.807 1.404 -0.16 -0.07 0.10
C -3.809 -1.271 3.750 -0.22 -0.09 -0.01
Si -1.751 -0.781 1.872 -1.12 0.06 0.46
C -0.440 -1.710 2.798 0.44 -0.33 -0.12
C -1.504 -0.779 0.037 0.46 -0.29 -0.41
O -1.868 0.761 2.622 -0.96 -0.34 -0.26
N -1.115 1.874 2.303 0.73 -0.70 -1.25
O -0.812 1.822 0.890 -0.31 1.05 0.33
Si -1.701 3.169 0.216 0.29 -0.73 -0.08
C -3.461 2.564 0.169 -0.38 0.37 0.17
C -1.398 4.538 1.444 -0.28 0.52 0.32
C -1.088 3.603 -1.558 0.00 -0.25 0.43
C -2.199 3.347 -2.591 0.03 0.00 -0.06
C 0.140 2.752 -1.917 0.13 0.04 -0.21
C -0.714 5.094 -1.615 0.06 0.03 -0.07
C 0.101 1.834 3.027 -0.09 -0.41 1.82
C 1.358 2.228 2.334 0.61 0.19 0.02
C 0.014 1.495 4.343 0.56 0.51 -1.40
H -2.731 -3.545 2.570 -0.17 0.10 -0.11
H -4.463 -3.444 2.198 0.21 0.05 -0.07
H -3.267 -3.222 0.907 -0.05 0.05 0.21
H -4.576 0.276 1.582 0.04 -0.27 -0.05
H -4.403 -0.983 0.330 -0.01 0.04 0.23
H -5.545 -1.205 1.669 0.13 0.08 -0.11
H -3.842 -0.201 3.992 0.05 -0.20 -0.07
H -4.801 -1.691 3.976 0.17 0.04 0.05
H -3.081 -1.760 4.411 -0.11 0.08 -0.11
H -0.465 -2.776 2.523 0.09 0.28 0.11
H 0.550 -1.317 2.530 -0.13 -0.13 0.13
H -0.560 -1.622 3.887 -0.03 0.00 -0.31
H -1.549 -1.827 -0.302 -0.04 0.24 0.04
H -2.256 -0.211 -0.526 0.19 -0.11 0.27
H -0.508 -0.393 -0.224 -0.29 -0.10 0.01
H -4.104 3.340 -0.277 0.05 -0.26 0.10
H -3.583 1.642 -0.418 0.10 0.31 0.14
H -3.827 2.374 1.188 0.11 0.03 -0.24
H -2.122 5.351 1.289 0.22 -0.05 0.03
H -1.540 4.147 2.464 -0.03 0.23 -0.44
H -0.388 4.965 1.380 -0.22 -0.08 -0.10
H -3.103 3.928 -2.371 0.15 -0.13 -0.07
H -1.846 3.652 -3.587 -0.05 -0.06 0.17
H -2.473 2.287 -2.653 0.01 0.18 0.06
H 0.977 2.916 -1.223 -0.20 -0.10 -0.08
H -0.093 1.679 -1.948 0.06 0.23 0.11
H 0.494 3.036 -2.920 -0.04 -0.07 0.17
H 0.128 5.336 -0.956 -0.15 -0.03 -0.08
H -0.417 5.357 -2.640 -0.05 -0.04 0.17
H -1.562 5.736 -1.344 0.16 -0.07 -0.03
H 2.196 2.175 3.042 -0.25 0.03 -0.12
H 1.600 1.566 1.485 -0.29 0.34 0.29
H 1.297 3.266 1.973 -0.01 -0.36 -0.08
H 0.917 1.514 4.943 -0.18 -0.19 -0.15
H -0.946 1.232 4.768 0.15 -0.14 0.05
F -0.962 2.444 12.122 0.94 -1.13 -0.96
C -0.161 1.570 11.421 -0.68 0.66 0.44
C 0.228 0.387 12.054 0.20 0.25 -0.63
C 1.073 -0.457 11.328 0.25 -1.11 0.42
F 1.459 -1.644 11.914 -0.51 1.57 -0.79
C 1.534 -0.156 10.060 0.18 0.35 -0.15
C 1.148 1.070 9.438 -0.89 -0.87 1.05
C 1.719 1.416 8.186 -0.26 0.36 -0.69
C 1.285 2.450 7.343 0.11 -0.49 -0.01
C -0.036 2.757 7.038 0.13 0.44 0.86
C -0.439 4.023 6.505 -0.22 1.03 -0.79
C -1.736 4.198 5.957 0.36 -0.24 0.10
C -2.052 5.399 5.343 -0.97 0.11 -0.78
F -3.253 5.503 4.673 1.44 -0.08 1.04
C -1.188 6.495 5.310 0.15 -0.65 0.22
C 0.061 6.315 5.905 0.78 0.71 0.16
F 0.940 7.375 5.904 -1.05 -1.27 -0.02
C 0.466 5.120 6.482 -0.24 -0.21 -0.13
C 0.233 1.913 10.132 0.21 -0.10 -0.12
H -0.101 0.140 13.058 0.08 0.07 -0.14
H 2.183 -0.843 9.519 -0.08 0.09 0.33
H 2.611 0.864 7.884 0.08 0.34 0.27
H 2.063 2.972 6.773 -0.25 -0.30 0.15
H -0.819 2.011 7.205 0.24 0.21 0.18
H -2.447 3.372 5.978 0.10 0.27 -0.18
H -1.461 7.428 4.830 0.01 -0.12 0.06
H 1.463 5.013 6.910 -0.32 0.29 -0.16
H -0.120 2.829 9.662 0.19 -0.05 0.40
```
Forces are in eV/Å.

Computed properties:
HOMO-LUMO gap (eV): 4.4
LUMO (Ha): -0.2327
Highest occupied orbital energy (eV): -10.7
Net charge: +1
E_tot (Eh): -2352.91716
Largest force on an atom (eV/Å): 1.9
Spin multiplicity: 1

Here are the Löwdin charges for atoms 1 to 5, given in e: atom 1 (C): -0.10, atom 2 (C): -0.62, atom 3 (C): -0.09, atom 4 (C): -0.10, atom 5 (Si): 0.54

---

Which formula does entry 2 have? C30H44F4NO2Si2

---

The highest HOMO-LUMO gap belongs to which entry? C30H44F3NO9P

---

Which value of highest occupied orbital energy does entry 1 give? -11.6 eV

---

Which formula does entry 2 have? C30H44F4NO2Si2